[1]
Density functional theory data (ωB97M-V/def2-TZVPD) for an isolated molecule of C5H7ClOS at a distorted geometry.

Geometry as XYZ:
```
15
Properties=species:S:1:pos:R:3:forces:R:3:lowdin_charge:R:1
C 0.258 0.090 1.990 1.3 0.2 -0.2 -0.485
C 0.234 -0.078 0.510 -0.2 0.2 -1.4 -0.394
C -0.745 -0.464 -0.326 0.3 -0.1 0.5 -0.640
C -0.331 -0.337 -1.770 0.1 0.2 0.4 -0.155
C 1.094 0.188 -1.614 0.9 -0.1 0.0 -0.138
H -1.867 0.730 2.622 -0.1 0.3 0.0 -0.153
H 1.296 0.230 2.394 -0.9 0.0 -0.7 0.099
H -0.084 -0.828 2.420 -0.5 -0.4 0.5 0.069
H -0.346 -1.285 -2.298 -0.1 -0.2 -0.1 0.111
H -0.940 0.375 -2.305 -0.4 0.1 -0.2 0.108
H 1.343 1.143 -2.137 -0.5 -0.6 0.6 0.134
H 1.823 -0.551 -1.955 -0.1 0.1 -0.1 0.119
O 1.346 0.330 -0.194 0.0 0.4 0.5 -0.058
S -0.769 1.496 2.529 -0.1 -0.4 0.2 0.721
Cl -2.313 -1.040 0.133 0.3 0.1 0.0 0.663
```
Positions in Å, forces in eV/Å.

The total energy comes out at -30702.760 eV. The value obtained for the highest occupied orbital energy is -8.23 eV. For the energy above the lowest of the compared OMol25 structures with the same formula, charge and spin, the calculation gives 0.615 eV.

=====

[2]
Density functional theory data (ωB97M-V/def2-TZVPD) for an isolated molecule of C5H7ClS at a distorted geometry.

Geometry as XYZ:
```
14
Properties=species:S:1:pos:R:3:forces:R:3:lowdin_charge:R:1
C -0.197 1.042 -1.189 1.1 1.4 -1.5 -0.228
C -1.293 1.014 -0.533 -0.1 0.0 1.2 -0.276
C 1.998 0.116 0.054 3.9 -1.3 -1.9 -0.315
C 0.130 -1.620 0.263 -2.5 -2.6 -0.2 -0.440
C -2.051 0.567 0.449 -2.2 0.5 0.8 -0.517
S 0.740 -0.692 -0.890 0.4 0.5 -1.1 0.888
Cl -3.656 -0.230 0.097 1.2 0.4 0.1 0.477
H 0.278 1.895 -1.836 -1.1 -1.9 1.2 0.115
H 1.554 0.810 0.621 -1.7 2.4 2.4 -0.008
H 2.867 0.691 -0.472 -1.7 -1.4 0.3 0.106
H 2.385 -0.715 0.659 0.3 0.6 -0.1 0.053
H -0.628 -2.425 -0.045 1.4 1.3 0.0 0.046
H -0.002 -1.409 1.305 0.4 0.7 0.4 0.012
H -2.125 0.958 1.515 0.7 -0.7 -1.7 0.086
```
Positions in Å, forces in eV/Å.

The total energy comes out at -28650.895 eV. The value obtained for the highest occupied orbital energy is -8.10 eV. For the energy above the lowest of the compared OMol25 structures with the same formula, charge and spin, the calculation gives 4.697 eV.

=====

[3]
Density functional theory data (ωB97M-V/def2-TZVPD) for a 2-piece molecular cluster, C5H7F overall at a distorted geometry.

Geometry as XYZ:
```
13
Properties=species:S:1:pos:R:3:forces:R:3:lowdin_charge:R:1
C 1.231 2.596 0.054 1.0 -1.4 0.1 -0.160
C 0.029 2.472 -0.403 -0.5 0.8 0.1 0.082
C -0.445 -1.493 0.644 3.7 -1.0 -2.3 -0.025
C -0.285 -2.019 -0.804 -0.1 -0.4 0.4 -0.073
C 0.314 -0.754 -0.413 2.5 -0.8 0.5 -0.403
F -0.123 0.375 -0.953 -1.6 1.4 -1.0 -0.045
H 1.971 1.757 0.058 -0.6 1.0 0.1 0.064
H 1.445 3.557 0.504 0.1 0.1 0.0 0.044
H 1.413 -0.655 -0.421 -0.5 -0.6 0.6 0.149
H -1.354 -1.136 0.856 -3.2 1.2 1.2 0.063
H 0.201 -1.947 1.367 -0.3 -0.1 0.5 0.100
H 0.374 -2.846 -1.017 -0.1 -0.1 0.1 0.101
H -1.137 -1.923 -1.442 -0.5 -0.1 -0.2 0.104
```
Positions in Å, forces in eV/Å.

The total energy comes out at -8010.224 eV. The value obtained for the highest occupied orbital energy is -10.11 eV. For the energy above the lowest of the compared OMol25 structures with the same formula, charge and spin, the calculation gives 4.987 eV.

=====

[4]
Density functional theory data (ωB97M-V/def2-TZVPD) for an isolated molecule of C5H7F2O2P at a distorted geometry.

Geometry as XYZ:
```
17
Properties=species:S:1:pos:R:3:forces:R:3:lowdin_charge:R:1
C -3.690 -0.980 0.784 -1.4 0.6 0.3 -0.242
C -2.869 -1.084 -0.086 4.0 -0.7 -1.2 -0.025
C -0.171 -1.733 1.767 0.4 -0.1 0.3 -0.103
C 0.591 1.123 -1.365 -0.3 -0.3 -2.8 -0.294
C -0.664 0.700 -0.660 -1.0 -0.8 0.4 -0.231
O -0.496 -1.690 -2.082 -0.6 0.0 -0.3 -0.266
O -0.058 -1.902 0.367 -1.8 0.0 -1.3 -0.263
F -4.740 -0.724 1.496 0.6 -0.3 -0.1 0.100
F 1.657 0.410 -0.863 0.3 0.1 0.5 -0.045
P -0.843 -1.131 -0.785 -2.2 0.5 1.9 0.622
H -1.070 -1.306 2.232 0.3 0.5 -0.9 0.093
H 0.772 -1.282 1.915 0.6 1.4 1.4 0.081
H -0.045 -2.672 2.242 -0.2 -1.3 0.1 0.076
H 0.695 2.176 -1.222 0.6 0.8 0.3 0.100
H 0.628 0.953 -2.494 -0.5 0.0 1.5 0.143
H -1.675 1.032 -1.144 2.0 0.0 1.1 0.132
H -0.464 1.002 0.420 -1.1 -0.4 -1.2 0.122
```
Positions in Å, forces in eV/Å.

The total energy comes out at -24114.048 eV. The value obtained for the highest occupied orbital energy is -10.58 eV. For the energy above the lowest of the compared OMol25 structures with the same formula, charge and spin, the calculation gives 0.000 eV.

=====

[5]
Density functional theory data (ωB97M-V/def2-TZVPD) for a 2-piece molecular cluster, C5H7F8NO5S2 overall at a distorted geometry.

Geometry as XYZ:
```
28
Properties=species:S:1:pos:R:3:forces:R:3:lowdin_charge:R:1
O 0.979 -1.330 1.595 0.9 4.9 -1.2 -0.288
S 1.685 0.002 1.642 2.6 -7.9 2.7 0.758
O 2.895 -0.183 2.517 -3.1 2.7 -2.9 -0.276
F 2.156 0.404 0.098 -1.2 0.1 2.9 -0.182
N 0.611 1.134 2.386 0.8 -0.2 -2.1 -0.186
S -0.296 2.092 1.262 1.7 9.4 0.2 0.795
O 0.640 2.929 0.417 -2.1 -4.0 1.6 -0.291
O -1.083 3.089 2.084 1.0 -4.5 -1.6 -0.272
C -1.397 1.122 0.117 -1.5 -1.5 -3.6 -0.347
F -0.844 -0.063 -0.375 -0.6 2.5 1.5 0.089
F -1.599 1.953 -1.015 0.8 -1.5 2.9 0.094
C -2.859 0.775 0.675 -2.1 -0.7 -1.2 -0.224
F -3.802 1.805 0.447 2.6 -2.0 0.9 0.113
F -3.324 -0.312 -0.118 1.3 2.2 1.6 0.097
C -2.925 0.264 2.186 -2.6 -1.2 2.2 -0.343
F -3.185 1.299 3.109 1.4 -2.4 -2.3 0.109
F -4.071 -0.569 2.267 2.5 1.8 -0.2 0.098
F -1.853 -0.545 2.568 -1.9 2.4 -1.0 0.123
H 1.226 1.816 2.887 -0.6 -0.2 -0.3 0.129
C 2.020 -2.486 -2.249 -0.1 -0.2 0.1 -0.092
C 1.701 -1.532 -3.379 0.3 0.2 0.3 -0.317
O 1.445 -0.229 -2.860 -0.2 0.1 -0.1 -0.094
H 1.190 -2.525 -1.540 0.0 0.0 -0.1 0.073
H 2.212 -3.494 -2.624 0.0 0.0 0.1 0.075
H 2.899 -2.143 -1.695 0.0 -0.1 -0.1 0.073
H 0.810 -1.861 -3.919 0.0 0.2 0.0 0.113
H 2.532 -1.475 -4.089 0.0 -0.1 -0.1 0.108
H 2.238 0.061 -2.392 -0.1 0.0 -0.1 0.065
```
Positions in Å, forces in eV/Å.

The total energy comes out at -60430.621 eV. The value obtained for the highest occupied orbital energy is -10.40 eV.

=====

[6]
Density functional theory data (ωB97M-V/def2-TZVPD) for an isolated molecule of C5H7FIN at a distorted geometry.

Geometry as XYZ:
```
15
Properties=species:S:1:pos:R:3:forces:R:3:lowdin_charge:R:1
C 0.811 0.146 0.002 -0.3 0.6 0.5 -0.426
C -0.103 0.555 -1.037 -3.0 -3.5 1.0 0.050
C -0.966 -0.813 1.152 -1.7 -0.9 0.5 -0.259
C -1.851 -0.618 -0.101 4.2 4.7 0.6 -0.829
C 2.232 0.648 -0.114 0.5 -1.1 -3.1 -0.033
N 0.443 -0.554 1.004 0.5 0.3 0.0 0.079
F -1.974 -1.654 -0.824 -0.5 -2.8 -1.6 0.006
I -3.620 0.525 -0.038 0.0 0.0 0.2 0.833
H -0.386 1.529 -0.947 -0.8 2.8 0.0 0.041
H 0.032 0.214 -2.043 0.1 -0.2 -0.4 0.081
H -1.342 -0.278 2.044 0.2 0.5 -0.7 0.105
H -1.221 -1.843 1.502 0.9 0.2 -0.5 0.121
H 2.677 -0.331 -0.210 1.3 -0.1 0.4 0.078
H 2.631 1.236 0.632 0.5 0.6 2.4 0.042
H 2.635 1.239 -1.021 -1.7 -1.1 0.7 0.110
```
Positions in Å, forces in eV/Å.

The total energy comes out at -17602.941 eV. The value obtained for the highest occupied orbital energy is -8.43 eV. For the energy above the lowest of the compared OMol25 structures with the same formula, charge and spin, the calculation gives 2.493 eV.